1.
The following is a quantum chemistry calculation of a molecular structure, C7H9N2 in a non-equilibrium geometry, from OMol25.

```
! RIJCOSX wB97M-V def2-TZVPD def2/J DEFGRID3
* xyz 1 1
C 1.36013 1.64360 0.68127
C 0.85536 0.81508 -1.52806
C 0.62928 0.52001 1.43017
C -1.63701 0.24237 0.04146
C -0.54231 -1.05333 -1.64425
C -0.35701 -0.39664 0.65808
C 0.34480 -1.25225 -0.43249
N 1.40989 1.42024 -0.58642
N 0.70715 -0.53909 -1.60102
H 2.02878 2.24677 1.15118
H 1.24317 -0.18567 1.87047
H 0.09722 0.91492 2.19441
H -2.52141 -0.23922 0.38152
H -1.71856 1.23817 -0.30313
H -0.89404 -1.82970 -2.31465
H -1.34506 -0.40041 -1.18760
H -0.62350 -1.00337 1.48361
H 0.96312 -2.14148 -0.29456
*
```

Summary:
- HOMO-LUMO gap (spin up / spin down): 8.4 / 5.6 eV
- Energy relative to the best compared isomer or geometry (same formula, charge and spin): 827.02 kJ/mol
- HOMO energy (spin up / spin down): -13.7 / -12.4 eV

***

2.
The following is a quantum chemistry calculation of a molecular structure, C5H9NO in a non-equilibrium geometry, from OMol25.

```
! RIJCOSX wB97M-V def2-TZVPD def2/J DEFGRID3
* xyz 0 1
C -1.97108 0.75870 0.05697
C -1.36537 -0.68189 -0.40242
C -0.08059 -0.78541 0.35783
C 0.88996 0.25718 -0.07157
C 3.48385 -0.01436 -0.14019
H -2.83603 1.21781 -0.53510
H -1.20012 1.90210 0.02781
H -2.45299 0.37905 1.28356
H -1.39732 -0.61822 -1.47988
H -2.01959 -1.50495 -0.06286
H -0.35698 -0.41992 1.52797
H 0.46642 -1.75920 0.27807
H 1.02393 1.24428 0.31045
H 0.83835 0.14057 -1.19142
N 2.30474 -0.26202 0.03805
O 4.67281 0.14628 0.00275
*
```

Summary:
- HOMO-LUMO gap: 10.6 eV
- Energy relative to the best compared isomer or geometry (same formula, charge and spin): 411.60 kJ/mol
- HOMO energy: -9.9 eV

***

3.
The following is a quantum chemistry calculation of 2 unconnected molecules or ions with the total composition C34H36N3O2 in a non-equilibrium geometry, from OMol25.

```
! RIJCOSX wB97M-V def2-TZVPD def2/J DEFGRID3
* xyz 1 1
C 2.42367 3.20652 1.27492
C 1.29154 2.28032 1.01742
N 1.40729 0.99329 1.46312
C 0.66746 0.28983 2.47677
C -0.17820 0.81151 3.44816
C -0.51705 0.02255 4.57260
C -0.03767 -1.29687 4.66323
C 0.80948 -1.81868 3.68113
C 1.20990 -1.01317 2.61476
C 2.29608 -1.12851 1.66896
C 2.45027 0.12980 1.03569
C 3.44316 0.38936 0.10040
C 4.30926 -0.66381 -0.24618
C 4.17128 -1.90693 0.38798
C 3.18471 -2.15714 1.34888
H 1.96168 4.15494 1.57489
H 3.11158 2.89546 2.09205
H 3.02387 3.39124 0.36443
H 0.28848 2.68275 0.99629
H -0.58690 1.81337 3.29698
H -1.14800 0.43693 5.36854
H -0.28836 -1.92227 5.52634
H 1.22608 -2.82480 3.74848
H 3.46245 1.35850 -0.39167
H 5.06600 -0.49698 -1.02095
H 4.87349 -2.70366 0.14670
H 3.11892 -3.12227 1.85350
H 2.11768 4.86654 -5.77950
C 1.66311 3.92231 -6.12149
C 0.38316 3.74128 -5.26755
O -0.30670 4.97512 -5.44465
C 0.65183 3.40318 -3.80443
C 1.78769 3.86207 -3.18610
C 1.97985 3.59546 -1.82096
N 1.17736 2.83136 -1.06880
C 0.08270 2.28796 -1.68444
C -0.25323 2.58959 -3.06124
C -1.45054 2.05458 -3.59410
C -2.28335 1.19217 -2.85069
O -3.34390 0.52350 -3.37733
C -3.57179 0.60568 -4.80061
C -1.95518 0.92317 -1.49013
C -0.79425 1.44400 -0.95540
C 1.40613 4.04600 -7.62493
C 2.32986 3.05876 -8.36210
C 1.94675 1.62310 -7.89916
C 2.07696 1.51762 -6.38710
N 2.59282 2.83615 -5.77631
C 3.91457 3.10107 -6.38008
C 3.83106 3.23349 -7.90825
C 4.46139 4.50376 -8.42159
C 4.20625 4.97186 -9.65100
H -0.22751 2.95715 -5.75467
H -1.02587 5.07168 -4.79301
H 2.58239 4.35662 -3.75365
H 2.87418 4.03362 -1.38014
H -1.71717 2.28437 -4.62794
H -4.42320 -0.04935 -4.98947
H -3.80725 1.63958 -5.08761
H -2.68676 0.25748 -5.35212
H -2.60789 0.27495 -0.90602
H -0.52936 1.24144 0.07718
H 0.34532 3.86560 -7.85573
H 1.64324 5.06247 -7.95418
H 2.23306 3.16026 -9.44673
H 0.91987 1.39548 -8.20698
H 2.62422 0.90132 -8.37403
H 1.12962 1.24931 -5.89517
H 2.82996 0.76937 -6.09703
H 4.32888 4.00421 -5.91979
H 4.55196 2.25772 -6.08800
H 4.38883 2.38505 -8.35178
H 5.23190 4.96495 -7.78626
H 4.71441 5.86104 -10.02340
H 3.54018 4.44164 -10.33496
*
```

Summary:
- HOMO-LUMO gap: 7.0 eV
- HOMO energy: -10.7 eV

***

4.
The following is a quantum chemistry calculation of a gas-phase ion, C5H12ClNO4P (charge -1) in a non-equilibrium geometry, from OMol25.

```
! RIJCOSX wB97M-V def2-TZVPD def2/J DEFGRID3
* xyz -1 1
C -4.17277 0.55529 -0.02012
C -2.85863 1.26056 -0.57327
O -1.72573 0.90274 0.12256
P -1.28899 -0.67738 0.06622
O -2.18132 -1.41789 -0.86104
O -1.00758 -1.18741 1.45685
O 0.16873 -0.42928 -0.79050
N 1.28258 -1.11682 -0.02787
Cl 1.57085 -2.58541 -0.83199
C 2.45546 -0.26330 -0.18938
C 3.59530 -1.03513 0.49051
C 2.20905 1.09339 0.45609
H -3.86509 -0.37724 0.07440
H -4.35178 1.00258 0.88810
H -4.87586 0.71693 -0.78581
H -2.99926 2.38679 -0.54086
H -2.86651 0.96927 -1.78540
H 2.71744 -0.07998 -1.21333
H 3.81810 -0.45135 1.35623
H 3.37111 -1.95746 0.89777
H 4.44035 -1.26638 -0.10969
H 2.16366 0.85939 1.48172
H 1.28230 1.33778 0.04820
H 3.11859 1.76034 0.39059
*
```

Summary:
- HOMO-LUMO gap: 8.7 eV
- SMILES: CCO[P@](=O)([O-])ON(Cl)C(C)C
- HOMO energy: -5.3 eV